Formula: C9H22O3Si
Source: the OMol25 dataset
Level of theory: ωB97M-V with the def2-TZVPD basis set

Each atom is followed by the atoms it is bonded to, with distances in Å.
Geometry (Å):
1 C -0.71224 1.86572 -3.25653  C2 1.543, H14 1.078, H15 1.078, H16 1.100
2 C -0.33709 0.67650 -2.34780  C1 1.543, O3 1.428, H17 1.089, H18 1.118
3 O -0.69378 0.95936 -0.99475  C2 1.428, Si4 1.661
4 Si 0.22389 0.39451 0.26868  O3 1.661, C5 1.902, O9 1.658, O11 1.685
5 C 0.84467 -1.32876 -0.24295  Si4 1.902, C6 1.524, H19 1.098, H20 1.089
6 C 0.97609 -2.27058 0.94859  C5 1.524, C7 1.532, C8 1.530, H21 1.110
7 C 1.24198 -3.69169 0.44293  C6 1.532, H22 1.111, H23 1.119, H24 1.068
8 C 2.05516 -1.78173 1.91693  C6 1.530, H25 1.094, H26 1.100, H27 1.083
9 O 1.45737 1.47725 0.50695  Si4 1.658, C10 1.394
10 C 1.13962 2.81196 0.26237  O9 1.394, H28 1.109, H29 1.089, H30 1.084
11 O -0.81721 0.35271 1.59236  Si4 1.685, C12 1.394
12 C -2.18732 0.22167 1.36898  O11 1.394, C13 1.511, H31 1.099, H32 1.091
13 C -2.87065 1.54717 1.12572  C12 1.511, H33 1.094, H34 1.095, H35 1.125
14 H -1.70514 2.22717 -3.04080  C1 1.078
15 H -0.67175 1.59565 -4.29891  C1 1.078
16 H -0.04468 2.71082 -3.03490  C1 1.100
17 H -0.91255 -0.18872 -2.67257  C2 1.089
18 H 0.75205 0.44210 -2.43556  C2 1.118
19 H 1.80848 -1.27347 -0.76665  C5 1.098
20 H 0.11659 -1.70692 -0.95968  C5 1.089
21 H 0.01953 -2.24877 1.51159  C6 1.110
22 H 1.22839 -4.44310 1.26174  C7 1.111
23 H 2.26487 -3.74664 -0.00683  C7 1.119
24 H 0.52222 -4.01654 -0.27547  C7 1.068
25 H 2.33373 -2.47335 2.71761  C8 1.094
26 H 1.82730 -0.79493 2.34650  C8 1.100
27 H 2.97955 -1.69200 1.36075  C8 1.083
28 H 0.04246 2.92193 0.38161  C10 1.109
29 H 1.67318 3.39440 1.01229  C10 1.089
30 H 1.44842 3.09435 -0.73710  C10 1.084
31 H -2.54914 -0.26954 2.28256  C12 1.099
32 H -2.33957 -0.47067 0.54000  C12 1.091
33 H -2.36606 2.14153 0.35833  C13 1.094
34 H -3.90619 1.37267 0.81597  C13 1.095
35 H -2.84219 2.18996 2.04802  C13 1.125

## Properties
Energy above the lowest of the compared OMol25 structures with the same formula, charge and spin = 1.6 kcal per mole
Energy = -23713.2810 eV
Frontier orbital gap = 10.9 eV
Highest occupied orbital energy = -10.0 eV

Löwdin population analysis, charges in e, atoms 1 to 8: -0.06 -0.28 -0.20 0.35 -0.17 -0.50 -0.09 -0.08